A) Entry from OMol25: a cluster of 2 separate species, C9H13NO2 in total (wB97M-V/def2-TZVPD).

Bonds (Å) are listed after each position.
CARTESIAN COORDINATES (ANGSTROEM)
1 C 2.9089 -2.0380 0.9585  C2 1.683, H7 1.067, H8 1.143, H9 1.136
2 C 2.4315 -1.2014 2.3388  C1 1.683, O3 1.203, N4 1.344
3 O 2.5224 -1.7891 3.3844  C2 1.203
4 N 2.0529 0.0614 2.0796  C2 1.344, H5 1.028, H6 1.038
5 H 1.9276 0.7358 2.8457  N4 1.028
6 H 2.0299 0.5559 1.1668  N4 1.038
7 H 3.7123 -2.7312 1.0715  C1 1.067
8 H 3.1421 -1.2479 0.1657  C1 1.143
9 H 2.0418 -2.7052 0.6526  C1 1.136
10 C -4.1559 -0.0158 -1.7163  C14 1.523, H22 1.116, H23 1.105, H25 1.145
11 C -0.8804 0.6849 0.2065  C12 1.429, C13 1.382, H18 1.117
12 C -0.0172 0.9941 -0.8895  C11 1.429, C15 1.384, O17 1.354
13 C -2.1920 0.3888 -0.1129  C11 1.382, C14 1.443, H19 0.992
14 C -2.6964 0.3400 -1.4641  C10 1.523, C13 1.443, C16 1.392
15 C -0.3547 0.9667 -2.2317  C12 1.384, C16 1.464, H20 1.030
16 C -1.7521 0.5915 -2.4557  C14 1.392, C15 1.464, H24 1.206
17 O 1.2140 1.3784 -0.4770  C12 1.354, H21 1.022
18 H -0.5296 0.7919 1.2614  C11 1.117
19 H -2.8824 0.2599 0.5878  C13 0.992
20 H 0.2714 1.0467 -3.0458  C15 1.030
21 H 1.8561 1.6558 -1.2225  O17 1.022
22 H -4.7073 -0.6546 -0.9855  C10 1.116
23 H -4.2996 -0.4437 -2.7248  C10 1.105
24 H -1.9150 0.3169 -3.6188  C16 1.206
25 H -4.6585 1.0114 -1.7722  C10 1.145

Calculated values
**HOMO energy**: -8.618 eV
**Net charge**: 0
**E_LUMO**: 0.41 eV
**SMILES**: Cc1ccc(O)cc1.CC(N)=O

***

B) Entry from OMol25: a cluster of 2 separate species, C9H13NO2 in total (wB97M-V/def2-TZVPD).

Bonds (Å) are listed after each position.
CARTESIAN COORDINATES (ANGSTROEM)
1 C -2.2016 0.7071 -2.1565  C2 1.529, H7 1.086, H8 1.080, H9 1.095
2 C -2.4247 -0.7815 -2.4225  C1 1.529, O3 1.212, N4 1.375
3 O -2.8108 -1.2333 -3.4784  C2 1.212
4 N -1.9904 -1.6208 -1.4240  C2 1.375, H5 1.005, H6 1.006
5 H -1.6197 -2.5336 -1.6242  N4 1.005
6 H -1.6165 -1.2447 -0.5697  N4 1.006
7 H -2.2313 1.1125 -3.1641  C1 1.086
8 H -1.2989 0.8383 -1.5782  C1 1.080
9 H -3.1495 1.0056 -1.6979  C1 1.095
10 C 3.9222 0.3991 0.2029  C16 1.506, H23 1.080, H24 1.070, H25 1.094
11 C -0.0375 0.2839 1.7769  C12 1.410, C13 1.371, O17 1.374
12 C 0.2239 1.0959 0.6543  C11 1.410, C14 1.375, H19 1.087
13 C 1.0072 -0.1621 2.5443  C11 1.371, C15 1.403, H20 1.082
14 C 1.5246 1.1971 0.2205  C12 1.375, C16 1.400, H21 1.083
15 C 2.3269 -0.0846 2.0745  C13 1.403, C16 1.382, H22 1.082
16 C 2.5536 0.4686 0.8282  C10 1.506, C14 1.400, C15 1.382
17 O -1.3156 -0.0745 2.1300  C11 1.374, H18 0.961
18 H -1.9098 0.3654 1.5167  O17 0.961
19 H -0.6406 1.7100 0.4159  C12 1.087
20 H 0.8149 -0.6319 3.5003  C13 1.082
21 H 1.8107 1.7866 -0.6421  C14 1.083
22 H 3.0320 -0.6905 2.6279  C15 1.082
23 H 4.6443 0.9160 0.8176  C10 1.080
24 H 3.9880 0.7809 -0.7950  C10 1.070
25 H 4.1336 -0.6345 -0.0881  C10 1.094

Calculated values
**HOMO energy**: -8.719 eV
**Net charge**: 0
**E_LUMO**: 0.61 eV
**SMILES**: Cc1ccc(O)cc1.CC(N)=O

***

According to the calculations, the structures order from most to least stable as B), A).

***

A) Entry from OMol25: a cluster of 2 separate species, CHClO3S in total (wB97M-V/def2-TZVPD).

Bonds (Å) are listed after each position.
CARTESIAN COORDINATES (ANGSTROEM)
1 C -2.8799 -0.9597 -0.1419  O2 1.142, O4 1.159
2 O -3.2836 -1.4707 0.7956  C1 1.142
3 O -0.3685 -1.5817 0.1703  S5 1.439
4 O -2.4745 -0.3905 -1.0662  C1 1.159
5 S 0.5670 -0.8293 -0.6228  O3 1.439, Cl6 2.034, H7 1.529
6 Cl 2.4077 -1.3818 0.0438  S5 2.034
7 H 0.6347 0.5163 0.0993  S5 1.529

Calculated values
**HOMO energy**: -10.449 eV
**Net charge**: 0
**E_LUMO**: 0.02 eV

***

B) Entry from OMol25: a cluster of 2 separate species, CHClO3S in total (wB97M-V/def2-TZVPD).

Bonds (Å) are listed after each position.
CARTESIAN COORDINATES (ANGSTROEM)
1 C -1.2233 -0.5848 -0.9448  O2 1.176, H7 1.004
2 O -1.4691 0.2241 -1.7624  C1 1.176
3 O 1.5433 -0.8500 1.0508  S5 1.444
4 O 1.6739 1.0929 -0.3846  S5 1.412
5 S 0.8722 0.2711 0.4367  O3 1.444, O4 1.412, Cl6 2.073
6 Cl 0.1393 1.2713 2.0977  S5 2.073
7 H -1.5362 -1.4247 -0.4934  C1 1.004

Calculated values
**HOMO energy (alpha / beta)**: -9.599 / -9.597 eV
**Net charge**: 0
**E_LUMO (alpha / beta)**: -2.00 / -2.01 eV

***

C) Entry from OMol25: a cluster of 2 separate species, CHClO3S in total (wB97M-V/def2-TZVPD).

Bonds (Å) are listed after each position.
CARTESIAN COORDINATES (ANGSTROEM)
1 C 2.3996 0.3172 1.0644  O2 1.164, O4 1.147
2 O 1.7336 0.5275 1.9951  C1 1.164
3 O 0.0971 -0.5740 -0.0394  S5 1.439
4 O 3.1162 0.1862 0.1788  C1 1.147
5 S -0.7449 0.5836 -0.1824  O3 1.439, Cl6 2.092, H7 1.271
6 Cl 0.4271 2.2652 -0.6007  S5 2.092
7 H -0.9322 1.0223 0.9958  S5 1.271

Calculated values
**HOMO energy**: -10.647 eV
**Net charge**: 0
**E_LUMO**: -0.37 eV

***

According to the calculations, the structures order from most to least stable as C), A), B).

***

A) Entry from OMol25: an isolated molecule of C6H16N2 (wB97M-V/def2-TZVPD).

Bonds (Å) are listed after each position.
CARTESIAN COORDINATES (ANGSTROEM)
1 C -0.1085 -0.4719 -0.1619  C2 1.508, C5 1.532, H9 1.104, H10 1.102
2 C -0.9395 -1.3506 -1.0633  C1 1.508, C3 1.574, H11 1.091, H12 1.095
3 C -0.0388 -2.5236 -1.6035  C2 1.574, N4 1.451, H13 1.086, H14 1.113
4 N -0.6591 -3.0558 -2.8020  C3 1.451, H15 1.020, H16 1.012
5 C -0.6413 0.0584 1.1728  C1 1.532, N6 1.505, H17 1.086, H18 1.097
6 N -0.4023 1.5023 1.5217  C5 1.505, C7 1.463, H19 1.018
7 C 0.8793 2.1044 1.1534  N6 1.463, C8 1.517, H20 1.101, H21 1.103
8 C 1.1615 3.4508 1.7939  C7 1.517, H22 1.088, H23 1.088, H24 1.089
9 H 0.9143 -0.8600 -0.0129  C1 1.104
10 H 0.2858 0.4191 -0.6777  C1 1.102
11 H -1.2495 -0.9551 -2.0318  C2 1.091
12 H -1.8244 -1.7271 -0.5389  C2 1.095
13 H 0.9421 -2.1951 -1.9330  C3 1.086
14 H -0.0960 -3.1997 -0.7215  C3 1.113
15 H -1.4890 -3.6330 -2.6668  N4 1.020
16 H -0.1257 -3.6741 -3.4005  N4 1.012
17 H -0.2058 -0.5922 1.9261  C5 1.086
18 H -1.7072 -0.1356 1.3476  C5 1.097
19 H -1.1950 1.9416 1.0583  N6 1.018
20 H 1.1166 2.1274 0.0787  C7 1.101
21 H 1.5549 1.4183 1.6917  C7 1.103
22 H 2.2347 3.5898 1.6774  C8 1.088
23 H 0.9644 3.4832 2.8631  C8 1.088
24 H 0.6285 4.2783 1.3292  C8 1.089

Calculated values
**HOMO energy**: -8.722 eV
**Net charge**: 0
**E_LUMO**: 1.12 eV
**SMILES**: CCNCCCCN

***

B) Entry from OMol25: an isolated molecule of C6H16N2 (wB97M-V/def2-TZVPD).

Bonds (Å) are listed after each position.
CARTESIAN COORDINATES (ANGSTROEM)
1 C 0.2893 0.2948 1.1452  N2 1.476, C5 1.561, H9 1.101, H10 1.110
2 N 0.2948 1.3931 0.1591  C1 1.476, C3 1.497, H11 1.072
3 C 0.1533 2.8067 0.6295  N2 1.497, C4 1.534, H12 1.112, H13 1.085
4 C 1.2662 3.7014 0.0697  C3 1.534, H14 1.084, H15 1.105, H16 1.106
5 C -0.6974 -0.7348 0.5111  C1 1.561, C6 1.531, H17 1.063, H18 1.102
6 C -0.0181 -1.3035 -0.7376  C5 1.531, C7 1.512, H19 1.079, H20 1.101
7 C -0.8287 -2.4678 -1.2599  C6 1.512, N8 1.504, H21 1.168, H22 1.102
8 N -0.6631 -3.7199 -0.4430  C7 1.504, H23 1.009, H24 1.017
9 H 1.2077 -0.3017 1.2578  C1 1.101
10 H 0.0205 0.8636 2.0601  C1 1.110
11 H 1.1216 1.2705 -0.5118  N2 1.072
12 H 0.0758 2.8218 1.7391  C3 1.112
13 H -0.8459 3.0376 0.2747  C3 1.085
14 H 1.6364 4.3968 0.8142  C4 1.084
15 H 2.1401 3.1553 -0.3306  C4 1.105
16 H 0.9315 4.4527 -0.6704  C4 1.106
17 H -1.6380 -0.3114 0.2533  C5 1.063
18 H -0.9314 -1.6059 1.1450  C5 1.102
19 H 1.0116 -1.5966 -0.6049  C6 1.079
20 H -0.0852 -0.6207 -1.5983  C6 1.101
21 H -1.9887 -2.3388 -1.2868  C7 1.168
22 H -0.6593 -2.7748 -2.3046  C7 1.102
23 H -0.0494 -3.5912 0.3470  N8 1.009
24 H -0.2530 -4.4037 -1.0743  N8 1.017

Calculated values
**HOMO energy**: -8.374 eV
**Net charge**: 0
**E_LUMO**: 1.07 eV
**SMILES**: CCNCCCCN

***

C) Entry from OMol25: a cluster of 2 separate species, C6H16N2 in total (wB97M-V/def2-TZVPD).

Bonds (Å) are listed after each position.
CARTESIAN COORDINATES (ANGSTROEM)
1 C 0.9061 3.1396 -0.0075  C2 1.525, H5 1.090, H6 1.088, H7 1.094
2 C 1.7469 1.9021 0.2882  C1 1.525, N3 1.457, H8 1.091, H9 1.099
3 N 1.3779 0.8365 -0.6350  C2 1.457, C4 1.466, H10 1.006
4 C 2.3084 -0.2944 -0.5721  N3 1.466, H11 1.087, H12 1.097, H13 1.092
5 H 1.1361 3.9632 0.6689  C1 1.090
6 H -0.1561 2.9114 0.0558  C1 1.088
7 H 1.1235 3.5011 -1.0165  C1 1.094
8 H 1.5349 1.5634 1.3040  C2 1.091
9 H 2.8072 2.1749 0.1924  C2 1.099
10 H 1.4131 1.2042 -1.5705  N3 1.006
11 H 1.9917 -1.0838 -1.2485  C4 1.087
12 H 3.3390 0.0216 -0.7756  C4 1.097
13 H 2.2931 -0.6894 0.4460  C4 1.092
14 C -2.0743 0.0250 1.3338  C15 1.504, H18 1.088, H19 1.091, H20 1.092
15 C -1.4006 -0.9194 0.3760  C14 1.504, C16 1.330, H21 1.086
16 C -1.9410 -2.1022 0.0978  C15 1.330, N17 1.435, H22 1.084
17 N -1.4867 -3.0302 -0.8984  C16 1.435, H23 1.006, H24 1.013
18 H -2.9816 -0.4045 1.7540  C14 1.088
19 H -1.4282 0.2702 2.1783  C14 1.091
20 H -2.3332 0.9212 0.7656  C14 1.092
21 H -0.5940 -0.5580 -0.2555  C15 1.086
22 H -2.8655 -2.4415 0.5507  C16 1.084
23 H -1.3952 -3.9170 -0.4315  N17 1.006
24 H -0.5467 -2.7799 -1.1821  N17 1.013

Calculated values
**HOMO energy**: -8.107 eV
**Net charge**: 0
**E_LUMO**: 1.05 eV
**SMILES**: C/C=C/N.CCNC

***

According to the calculations, the structures order from most to least stable as C), A), B).

***

A) Entry from OMol25: an isolated molecule of C6H16N2 (wB97M-V/def2-TZVPD).

Bonds (Å) are listed after each position.
CARTESIAN COORDINATES (ANGSTROEM)
1 C -0.4299 0.7666 -0.3940  C3 1.737, C4 1.534, C5 1.526, C6 1.533
2 C 0.3694 -1.4466 0.7548  C3 1.481, N7 1.655, N8 1.400, H9 1.088
3 C 0.6429 -0.5992 -0.4293  C1 1.737, C2 1.481, H14 1.091, H15 1.092
4 C 0.1044 1.6945 -1.4925  C1 1.534, H17 1.098, H18 1.095, H19 1.095
5 C -0.4182 1.5083 0.9391  C1 1.526, H20 1.094, H21 1.094, H22 1.099
6 C -1.8681 0.3648 -0.7409  C1 1.533, H16 1.099, H23 1.094, H24 1.096
7 N 1.1923 -2.7981 0.2715  C2 1.655, H11 1.016, H12 1.017
8 N 0.9902 -1.0843 1.9565  C2 1.400, H10 1.011, H13 1.010
9 H -0.6673 -1.7515 0.8854  C2 1.088
10 H 1.9358 -0.7442 1.8430  N8 1.011
11 H 2.1876 -2.6101 0.1878  N7 1.016
12 H 0.8655 -3.1884 -0.6092  N7 1.017
13 H 0.3825 -0.6316 2.6248  N8 1.010
14 H 0.3923 -1.0875 -1.3722  C3 1.091
15 H 1.6553 -0.1898 -0.4415  C3 1.092
16 H -2.5179 1.2472 -0.8190  C6 1.099
17 H -0.5055 2.6028 -1.5810  C4 1.098
18 H 0.0951 1.2060 -2.4724  C4 1.095
19 H 1.1327 2.0069 -1.2806  C4 1.095
20 H 0.5937 1.8180 1.2172  C5 1.094
21 H -0.8786 0.9269 1.7440  C5 1.094
22 H -1.0239 2.4231 0.8857  C5 1.099
23 H -2.3072 -0.2794 0.0272  C6 1.094
24 H -1.9232 -0.1542 -1.7041  C6 1.096

Calculated values
**HOMO energy**: -8.252 eV
**Net charge**: 0
**E_LUMO**: 0.79 eV
**SMILES**: CC(C)(C)CC(N)N

***

B) Entry from OMol25: an isolated molecule of C6H16N2 (wB97M-V/def2-TZVPD).

Bonds (Å) are listed after each position.
CARTESIAN COORDINATES (ANGSTROEM)
1 C 1.5559 -0.2369 0.0161  N2 1.477, C5 1.532, H9 1.121, H10 1.097
2 N 0.9892 -1.0639 -1.0682  C1 1.477, C3 1.464, H11 1.012
3 C -0.3524 -1.5572 -0.7507  N2 1.464, C4 1.599, H12 1.094, H13 1.103
4 C -0.2936 -3.0828 -1.2278  C3 1.599, H14 1.096, H15 1.100, H16 1.107
5 C 0.9650 1.1600 0.2323  C1 1.532, N6 1.482, H17 1.092, H18 1.111
6 N -0.4087 1.1558 0.7872  C5 1.482, C7 1.441, C8 1.452
7 C -0.4616 1.8808 2.0318  N6 1.441, H19 1.094, H20 1.106, H21 1.105
8 C -1.3399 1.6756 -0.1979  N6 1.452, H22 1.110, H23 1.108, H24 1.074
9 H 2.6742 -0.3103 -0.0252  C1 1.121
10 H 1.3637 -0.7904 0.9430  C1 1.097
11 H 1.1903 -0.6507 -1.9703  N2 1.012
12 H -1.3054 -1.1441 -1.0945  C3 1.094
13 H -0.4122 -1.6281 0.3482  C3 1.103
14 H 0.2389 -3.2496 -2.1711  C4 1.096
15 H 0.4020 -3.6081 -0.5568  C4 1.100
16 H -1.2744 -3.5911 -1.3022  C4 1.107
17 H 1.0791 1.7537 -0.6767  C5 1.092
18 H 1.6334 1.7588 0.8868  C5 1.111
19 H -0.3193 2.9602 1.9281  C7 1.094
20 H 0.2003 1.3799 2.7634  C7 1.106
21 H -1.4124 1.6869 2.5609  C7 1.105
22 H -2.3588 1.7314 0.2379  C8 1.110
23 H -1.1000 2.6799 -0.6006  C8 1.108
24 H -1.2536 1.0903 -1.0937  C8 1.074

Calculated values
**HOMO energy**: -8.303 eV
**Net charge**: 0
**E_LUMO**: 1.03 eV
**SMILES**: CCNCCN(C)C

***

C) Entry from OMol25: a cluster of 2 separate species, C6H16N2 in total (wB97M-V/def2-TZVPD).

Bonds (Å) are listed after each position.
CARTESIAN COORDINATES (ANGSTROEM)
1 C -1.0759 -1.8753 -1.1556  C2 1.492, C3 1.323, H4 1.083
2 C -1.8824 -1.0667 -2.1149  C1 1.492, H6 1.094, H7 1.086, H8 1.082
3 C -1.3605 -2.0216 0.1276  C1 1.323, H9 1.080, H10 1.078
4 H -0.2123 -2.3700 -1.5833  C1 1.083
5 H 0.2328 1.1076 -1.1776  C16 1.092
6 H -1.2537 -0.3107 -2.5945  C2 1.094
7 H -2.7056 -0.5707 -1.6103  C2 1.086
8 H -2.2837 -1.7053 -2.8914  C2 1.082
9 H -2.2220 -1.5480 0.5758  C3 1.080
10 H -0.7588 -2.6306 0.7825  C3 1.078
11 H -0.1417 -0.1544 0.8907  C13 1.097
12 C 1.4162 0.7420 2.0675  C13 1.527, H22 1.088, H23 1.090, H24 1.086
13 C 0.3679 0.8144 0.9601  H11 1.097, C12 1.527, N14 1.456, C16 1.548
14 N -0.6413 1.7950 1.3343  C13 1.456, H17 1.014, H18 1.016
15 N 2.0690 0.2318 -0.8429  C16 1.451, H19 1.016, H20 1.015
16 C 1.0120 1.1280 -0.4123  H5 1.092, C13 1.548, N15 1.451, H21 1.096
17 H -1.3580 1.8485 0.6189  N14 1.014
18 H -0.2170 2.7147 1.4131  N14 1.016
19 H 1.7255 -0.7247 -0.8487  N15 1.016
20 H 2.8502 0.2755 -0.1956  N15 1.015
21 H 1.4321 2.1398 -0.3855  C16 1.096
22 H 2.0716 -0.1156 1.9327  C12 1.088
23 H 2.0201 1.6492 2.0823  C12 1.090
24 H 0.9153 0.6472 3.0269  C12 1.086

Calculated values
**HOMO energy**: -8.627 eV
**Net charge**: 0
**E_LUMO**: 1.06 eV
**SMILES**: C[C@@H](N)CN.C=CC

***

According to the calculations, the structures order from most to least stable as C), A), B).